1 | {"formula": "C41H36GeN5O3RbS2", "method": "the ωB97M-V functional and the def2-TZVPD basis", "symbols": ["Rb", "N", "C", "C", "C", "O", "O", "H", "H", "H", "H", "H", "H", "S", "N", "C", "C", "C", "C", "C", "N", "C", "C", "N", "C", "C", "C", "C", "C", "N", "H", "H", "H", "H", "H", "H", "C", "S", "O", "C", "C", "C", "C", "C", "C", "H", "H", "H", "H", "H", "H", "H", "H", "C", "Ge", "C", "C", "C", "C", "C", "C", "C", "C", "C", "C", "C", "C", "C", "C", "C", "C", "C", "C", "H", "H", "H", "H", "H", "H", "H", "H", "H", "H", "H", "H", "H", "H", "H", "H"], "coordinates": [[-1.14388, 0.81711, -3.62637], [-2.94226, 1.86513, -0.99443], [-4.19298, 2.47719, -1.45719], [-4.75590, 1.69955, -2.63316], [-3.73907, 1.58644, -3.78615], [-3.06774, 2.61029, -4.06342], [-3.64686, 0.46071, -4.34432], [-3.11096, 0.90377, -0.71752], [-2.58644, 2.33454, -0.16906], [-3.97015, 3.49274, -1.78767], [-4.95232, 2.53906, -0.66557], [-5.64581, 2.20483, -3.02037], [-5.03684, 0.68762, -2.32827], [1.75812, -6.93522, -1.24928], [2.64603, -5.64650, -1.81392], [1.78163, -4.62510, -1.89685], [2.10963, -3.29455, -2.31789], [3.42436, -2.92345, -2.65067], [3.69151, -1.63194, -3.01461], [2.62013, -0.72279, -3.07815], [1.37569, -1.03479, -2.78547], [1.09831, -2.29850, -2.38228], [-0.25286, -2.62190, -1.98564], [-1.20079, -1.65941, -2.06493], [-2.41872, -1.92774, -1.65078], [-2.80610, -3.16898, -1.11731], [-1.87214, -4.16860, -1.06482], [-0.56315, -3.92408, -1.51775], [0.45310, -4.93875, -1.49689], [0.26986, -6.20519, -1.10602], [4.20195, -3.67553, -2.60174], [4.69678, -1.30481, -3.25370], [2.80236, 0.30046, -3.39299], [-3.14756, -1.12508, -1.75825], [-3.81844, -3.32057, -0.76257], [-2.10841, -5.15692, -0.68820], [0.77150, 4.32524, -2.18195], [1.16051, 2.62730, -2.65928], [1.40152, 2.65766, -4.13628], [2.79920, 2.61943, -1.89029], [2.94886, 2.44245, -0.52220], [4.23193, 2.41197, 0.01138], [5.34303, 2.54128, -0.81366], [5.17573, 2.70302, -2.18392], [3.89801, 2.74330, -2.72616], [1.62004, 4.96439, -2.41907], [0.54376, 4.32086, -1.10926], [-0.10870, 4.59982, -2.76702], [2.07170, 2.33712, 0.12442], [4.35751, 2.28129, 1.08153], [6.34133, 2.49790, -0.39306], [6.04171, 2.78188, -2.83089], [3.73390, 2.85610, -3.79370], [-0.09142, 2.27651, 0.84672], [-0.30625, 0.71240, 1.91472], [-2.22519, 0.31483, 2.30382], [-2.93779, -0.63620, 1.56554], [-4.31552, -0.77722, 1.69984], [-5.01645, 0.04758, 2.57102], [-4.32799, 1.00392, 3.31038], [-2.94919, 1.13072, 3.17665], [0.35973, 1.15978, 3.74595], [1.02706, 2.35983, 3.99483], [1.47971, 2.68677, 5.27110], [1.26534, 1.81321, 6.33104], [0.60942, 0.60685, 6.10142], [0.16941, 0.28764, 4.82160], [0.54876, -1.06117, 1.67989], [-0.00234, -2.26597, 2.11549], [0.70322, -3.46097, 2.00560], [1.98776, -3.46813, 1.47471], [2.55366, -2.27612, 1.03576], [1.83303, -1.09058, 1.12403], [-0.49573, 2.09961, -0.16069], [-2.40096, -1.28150, 0.87300], [-4.84452, -1.52732, 1.12109], [-6.09068, -0.05181, 2.67137], [-4.86916, 1.65340, 3.98909], [-2.42095, 1.88000, 3.75929], [1.17223, 3.04914, 3.16545], [1.99492, 3.62533, 5.44457], [1.60196, 2.07016, 7.32895], [0.44236, -0.08074, 6.92369], [-0.33497, -0.66139, 4.65393], [-1.00337, -2.28134, 2.54230], [0.24864, -4.39142, 2.32300], [2.53566, -4.39958, 1.38483], [3.54895, -2.27578, 0.60611], [2.26901, -0.17043, 0.73754]], "homo_ev": [-2.130, -0.039], "e_lumo_ev": [3.8, 3.8], "total_charge": -2, "spin_multiplicity": 1}

***

2 | {"formula": "C41H36GeN5O3RbS2", "method": "the ωB97M-V functional and the def2-TZVPD basis", "symbols": ["Rb", "N", "C", "C", "C", "O", "O", "H", "H", "H", "H", "H", "H", "S", "N", "C", "C", "C", "C", "C", "N", "C", "C", "N", "C", "C", "C", "C", "C", "N", "H", "H", "H", "H", "H", "H", "C", "S", "O", "C", "C", "C", "C", "C", "C", "H", "H", "H", "H", "H", "H", "H", "H", "C", "Ge", "C", "C", "C", "C", "C", "C", "C", "C", "C", "C", "C", "C", "C", "C", "C", "C", "C", "C", "H", "H", "H", "H", "H", "H", "H", "H", "H", "H", "H", "H", "H", "H", "H", "H"], "coordinates": [[-1.79526, 0.50447, -0.03008], [0.16445, 2.33852, 1.99876], [-0.51322, 3.16031, 0.98885], [-1.82060, 3.72493, 1.52926], [-2.98094, 3.75554, 0.45828], [-3.64661, 4.79580, 0.39757], [-3.13575, 2.70227, -0.18603], [0.40967, 2.94343, 2.78257], [1.04812, 2.02636, 1.59685], [-0.71316, 2.51580, 0.12609], [0.12755, 3.98825, 0.64321], [-1.67771, 4.73427, 1.92485], [-2.19168, 3.08005, 2.33333], [-0.71664, -8.03502, -0.66981], [-1.74305, -6.96687, -1.42824], [-1.47689, -5.75308, -0.94697], [-2.13166, -4.54825, -1.32620], [-3.13664, -4.52060, -2.29332], [-3.73766, -3.32353, -2.61039], [-3.30073, -2.16666, -1.94442], [-2.35307, -2.15282, -1.04494], [-1.74797, -3.31097, -0.70516], [-0.71071, -3.29113, 0.27098], [-0.36386, -2.11402, 0.83731], [0.59017, -2.09911, 1.73032], [1.29972, -3.23348, 2.14987], [0.98295, -4.44431, 1.57787], [-0.04121, -4.50824, 0.63497], [-0.43712, -5.73351, 0.02829], [0.08040, -6.93301, 0.28967], [-3.41699, -5.44686, -2.77971], [-4.51779, -3.26308, -3.35680], [-3.75433, -1.20400, -2.17782], [0.83203, -1.12426, 2.14365], [2.08981, -3.14551, 2.88121], [1.51309, -5.35379, 1.83012], [-4.28393, -0.73656, 4.21958], [-3.51690, -0.25273, 2.58091], [-4.00873, -1.25245, 1.64039], [-4.59411, 1.17906, 2.34777], [-4.56962, 2.25633, 3.21844], [-5.35313, 3.36476, 2.95499], [-6.14807, 3.40206, 1.82086], [-6.15531, 2.32929, 0.94373], [-5.36835, 1.22166, 1.20284], [-5.35044, -0.87489, 4.08742], [-4.08429, 0.04032, 4.94586], [-3.81667, -1.66610, 4.52570], [-3.93008, 2.23886, 4.09024], [-5.32311, 4.21391, 3.62360], [-6.74124, 4.28023, 1.61019], [-6.74799, 2.37053, 0.04047], [-5.32441, 0.38188, 0.52176], [0.49562, 0.63779, -2.07227], [2.30639, 0.64617, -1.47581], [2.75219, 2.35627, -0.50317], [3.24941, 2.53238, 0.78156], [3.45774, 3.79309, 1.31981], [3.15173, 4.92269, 0.58214], [2.64748, 4.77410, -0.69998], [2.45904, 3.50995, -1.22490], [3.60768, 0.96008, -3.00631], [3.16486, 1.07180, -4.31653], [4.04897, 1.28062, -5.36004], [5.40503, 1.38276, -5.10355], [5.86517, 1.27544, -3.80247], [4.97027, 1.06707, -2.76991], [3.22031, -0.97279, -0.66472], [3.89759, -1.07601, 0.54115], [4.33979, -2.29641, 1.02068], [4.10708, -3.45261, 0.30026], [3.43691, -3.37500, -0.90843], [3.00293, -2.15021, -1.37215], [0.29834, -0.42162, -2.34866], [3.48062, 1.67164, 1.39446], [3.86028, 3.89598, 2.32255], [3.29875, 5.91006, 1.00402], [2.40081, 5.65147, -1.28653], [2.05959, 3.39826, -2.22334], [2.10245, 0.99072, -4.50852], [3.68815, 1.36368, -6.37829], [6.10339, 1.54650, -5.91477], [6.92689, 1.35445, -3.59814], [5.33482, 0.98153, -1.75407], [4.10002, -0.19127, 1.12755], [4.86472, -2.34771, 1.96892], [4.42926, -4.41017, 0.68537], [3.24122, -4.27653, -1.47439], [2.46415, -2.09821, -2.31027]], "homo_ev": [-0.010, -2.123], "e_lumo_ev": [3.5, 3.5], "total_charge": -2, "spin_multiplicity": 1}

***

It comes down to 1, which is 28.4 kcal/mol more stable than the next structure.

***

1 | {"formula": "C7H11BO2", "method": "the ωB97M-V functional and the def2-TZVPD basis", "symbols": ["C", "C", "C", "C", "O", "B", "O", "C", "C", "C", "H", "H", "H", "H", "H", "H", "H", "H", "H", "H", "H"], "coordinates": [[-0.39213, -0.88505, 2.66294], [0.46290, -0.47766, 1.44393], [-0.23450, -0.06311, 0.32141], [-1.83243, -0.13061, 0.30747], [-2.25440, 0.63376, -0.79302], [-1.21748, 0.92863, -1.63651], [-1.36398, 1.39943, -2.91016], [0.18164, 0.60766, -0.98018], [1.34724, 0.57860, -1.59220], [2.58038, -0.00965, -0.84882], [-0.62161, -1.91698, 2.51716], [-1.30673, -0.37544, 2.66217], [0.15463, -0.83236, 3.58570], [1.46083, -0.57978, 1.64911], [-2.16285, -1.18806, 0.10902], [-2.29185, 0.16703, 1.36711], [-2.28848, 1.60836, -3.33013], [1.30025, 1.00940, -2.58681], [2.61799, 0.58579, 0.04622], [3.44853, -0.07596, -1.41808], [2.41205, -0.98399, -0.57632]], "homo_ev": -8.401, "smiles": "C/C=C1\\COB(O)\\C1=C\\C", "e_lumo_ev": 0.6, "spin_multiplicity": 1}

***

2 | {"formula": "C7H11BO2", "method": "the ωB97M-V functional and the def2-TZVPD basis", "symbols": ["C", "C", "C", "C", "C", "C", "H", "H", "H", "H", "H", "H", "C", "O", "B", "O", "H", "H", "H", "H", "H"], "coordinates": [[-2.58293, -2.39275, -0.16638], [-2.24436, -1.14125, -0.08745], [-1.94125, -0.01213, 0.39718], [-1.23512, 1.14166, 0.44008], [-0.54647, 1.55176, 1.68852], [-0.71394, 1.10530, 2.92965], [-2.59345, -3.05782, 0.70812], [-2.82018, -2.81697, -1.08085], [-1.10210, 1.85023, -0.35612], [0.33287, 2.14097, 1.57576], [-0.04088, 1.52635, 3.81401], [-1.47933, 0.45159, 3.39285], [1.87827, 0.59653, -2.81915], [1.20407, -0.40023, -2.07151], [1.21915, -0.59899, -0.77938], [2.04822, -0.00821, 0.10089], [2.39727, 1.19449, -2.02411], [1.06403, 1.16965, -3.36916], [2.58371, 0.20871, -3.55977], [0.61632, -1.49853, -0.26857], [1.49758, -0.06927, 0.89061]], "homo_ev": -8.564, "smiles": "C=C=C=CC=C.COBO", "e_lumo_ev": -0.3, "spin_multiplicity": 1}

***

It comes down to 1, which is 69.9 kcal/mol more stable than the next structure.

***

1 | {"formula": "CH4N2", "method": "the ωB97M-V functional and the def2-TZVPD basis", "symbols": ["C", "N", "N", "H", "H", "H", "H"], "coordinates": [[1.08656, 0.00243, -0.12225], [0.07627, -0.70264, -0.02782], [-1.19514, -0.01725, -0.23340], [2.06643, -0.51494, -0.03317], [1.11576, 1.02942, -0.19933], [-2.05195, -0.61128, 0.06010], [-1.09793, 0.81426, 0.55587]], "homo_ev": -9.476, "smiles": "C=NN", "e_lumo_ev": 1.2, "spin_multiplicity": 1}

***

2 | {"formula": "CH4N2", "method": "the ωB97M-V functional and the def2-TZVPD basis", "symbols": ["C", "N", "N", "H", "H", "H", "H"], "coordinates": [[-0.39934, -0.87976, 0.53258], [-0.44240, -0.14569, -0.57144], [0.47632, 0.91970, -0.68077], [-0.94134, -1.81992, 0.43682], [0.15004, -0.76870, 1.45115], [0.16750, 1.53200, -1.41566], [0.98922, 1.16236, 0.24731]], "homo_ev": -8.834, "smiles": "C=NN", "e_lumo_ev": 1.2, "spin_multiplicity": 1}

***

3 | {"formula": "CH4N2", "method": "the ωB97M-V functional and the def2-TZVPD basis", "symbols": ["H", "N", "C", "N", "H", "H", "H"], "coordinates": [[-0.72863, -0.72526, -1.43670], [-0.06905, -1.04448, -0.69382], [0.15670, -0.25304, 0.24624], [-0.07538, 1.07622, 0.25749], [0.75494, -0.66039, 1.11002], [-0.66014, 1.21141, 1.19400], [0.70466, 1.47032, 0.70959]], "homo_ev": -10.016, "smiles": "[H]/N=C\\N", "e_lumo_ev": 0.9, "spin_multiplicity": 1}

***

It comes down to 3, which is 15.4 kcal/mol more stable than the next structure.